{"formula": "C6H2", "method": "wB97M-V/def2-TZVPD", "e_lumo_ha": [-0.07013, -0.06699], "e_above_lowest_ev": 6.710, "elements": ["C", "C", "C", "C", "C", "C", "H", "H"], "positions_angstrom": [[1.2205, 3.2300, 1.7995], [2.3000, 2.2742, 1.8606], [0.7112, 2.1849, 1.1063], [1.2572, 1.0107, 2.1759], [0.5880, 0.7930, 0.8396], [-0.1986, 0.0599, 0.1048], [-0.7169, -0.8716, 0.0046], [-0.3760, 0.5692, -0.8887]]}



{"formula": "C6H20B2Br6Na3", "method": "wB97M-V/def2-TZVPD", "e_lumo_ha": -0.20784, "total_charge": 1, "e_above_lowest_ev": 5.193, "elements": ["Na", "Na", "Na", "B", "H", "H", "H", "H", "B", "H", "H", "H", "H", "Br", "C", "C", "Br", "H", "H", "H", "H", "Br", "C", "C", "Br", "H", "H", "H", "H", "Br", "C", "C", "Br", "H", "H", "H", "H"], "positions_angstrom": [[-1.4717, -3.5069, -4.6532], [2.7794, -2.8964, -0.8138], [0.6177, 1.6240, -4.1133], [3.8481, -1.3311, -4.6931], [3.7127, -0.2809, -4.4857], [4.6709, -1.4558, -5.3798], [4.0829, -1.8627, -3.7840], [2.9295, -1.7300, -5.0947], [0.3258, 0.1584, -0.6410], [0.0881, -0.6368, -1.3304], [-0.4274, 0.9245, -0.7415], [0.4546, -0.2064, 0.3663], [1.3003, 0.5328, -0.9139], [-5.0201, 0.1382, 4.8144], [-4.5899, 1.9790, 4.2124], [-3.6534, 1.9264, 2.9455], [-3.0917, 3.8253, 2.5990], [-4.0892, 2.4049, 5.0818], [-5.5222, 2.5246, 4.0671], [-4.2511, 1.5779, 2.1032], [-2.8301, 1.2458, 3.1625], [-2.0798, -5.6028, 3.2990], [-2.7560, -4.3190, 1.9517], [-4.0203, -4.7472, 1.1418], [-4.4147, -3.5132, -0.3860], [-1.9004, -4.1169, 1.3074], [-2.9344, -3.4081, 2.5231], [-4.8216, -4.6892, 1.8785], [-3.8902, -5.7658, 0.7763], [6.1334, 2.5096, 0.5776], [5.1617, 3.4515, -0.8975], [3.9855, 4.2848, -0.3600], [3.2025, 5.2699, -1.9685], [4.9387, 2.7656, -1.7147], [5.9623, 4.0946, -1.2631], [4.4431, 5.0162, 0.3062], [3.1272, 3.8148, 0.1202]]}



{"formula": "C6H20BrN2NbO", "method": "wB97M-V/def2-TZVPD", "e_lumo_ha": -0.06940, "elements": ["C", "C", "C", "C", "N", "Nb", "C", "C", "O", "Br", "H", "H", "H", "H", "H", "H", "H", "H", "H", "H", "H", "H", "H", "H", "H", "H", "N", "H", "H", "H", "H"], "positions_angstrom": [[-2.6468, -0.7686, -1.5961], [-1.5229, -0.8650, -0.5718], [-1.0199, -2.2379, -0.1393], [0.3316, -1.9807, 0.5613], [0.2835, -0.7073, 1.3015], [1.8914, 0.3372, 2.0353], [3.2723, 0.1052, 0.2114], [2.8701, 0.5705, -1.1103], [2.5345, -0.0427, -2.0753], [2.8803, 2.5647, -1.3157], [-2.9400, 0.2899, -1.5429], [-3.5238, -1.3749, -1.3624], [-2.3122, -0.9947, -2.6095], [-1.8469, -0.3269, 0.3236], [-0.6442, -0.3529, -0.9777], [-1.7271, -2.7856, 0.4920], [-0.8508, -2.8294, -1.0458], [1.0751, -1.9215, -0.2402], [0.6105, -2.8016, 1.2277], [-0.3611, -0.8800, 2.0754], [1.5407, 1.9912, 1.3284], [0.7180, 0.9908, 3.2688], [2.6489, -1.0114, 3.0851], [3.0448, 1.3154, 3.0581], [3.3859, -0.9868, 0.1350], [4.2123, 0.5724, 0.5180], [-2.3861, 2.8343, -1.0085], [-2.5375, 2.2253, -0.1973], [-3.2326, 2.8655, -1.5777], [-2.1311, 3.7723, -0.6929], [-1.6172, 2.4332, -1.5581]]}



{"formula": "C6H20BrO4", "method": "wB97M-V/def2-TZVPD", "e_lumo_ha": 0.13143, "total_charge": -1, "e_above_lowest_ev": 9.528, "elements": ["Br", "C", "C", "C", "O", "H", "H", "H", "H", "H", "H", "H", "H", "C", "O", "H", "H", "H", "H", "C", "O", "H", "H", "H", "H", "C", "O", "H", "H", "H", "H"], "positions_angstrom": [[0.5111, 0.9251, 0.1843], [-0.1714, -0.7938, -2.7707], [-0.6626, 0.6536, -2.7384], [-2.0587, 0.7937, -2.1029], [0.2291, 1.4207, -2.0330], [0.5362, -1.0764, -3.5502], [-1.0508, -1.4365, -2.7317], [0.3018, -1.0309, -1.8178], [-0.6926, 1.0164, -3.7658], [-2.7543, 0.2436, -2.7366], [-2.3105, 1.8532, -2.1500], [-2.0356, 0.5583, -1.0389], [0.5357, 0.9537, -1.2523], [1.8864, 1.7073, 2.9540], [2.0129, 2.0301, 1.5888], [0.8478, 1.3889, 3.0439], [2.5474, 0.8659, 3.1619], [1.9938, 2.6647, 3.4639], [1.5382, 1.3384, 1.1221], [-0.9767, -0.6759, 2.2950], [-1.4645, 0.5032, 1.7399], [-0.5867, -1.3645, 1.5455], [-0.1300, -0.3126, 2.8775], [-1.8584, -1.0047, 2.8451], [-0.8365, 0.9594, 1.1751], [0.9757, -2.3543, 0.1683], [-0.0880, -1.5630, -0.3293], [0.6665, -3.3912, 0.2999], [1.7817, -2.2856, -0.5622], [1.2116, -1.9132, 1.1367], [0.1016, -0.6735, -0.0221]]}



{"formula": "C6H20F2NO3PSi2", "method": "wB97M-V/def2-TZVPD", "e_lumo_ha": 0.00146, "elements": ["O", "P", "O", "Si", "F", "O", "Si", "F", "H", "H", "H", "H", "H", "C", "C", "N", "C", "C", "C", "C", "H", "H", "H", "H", "H", "H", "H", "H", "H", "H", "H", "H", "H", "H", "H"], "positions_angstrom": [[4.4690, -1.8917, -3.4858], [4.8337, -3.4841, -2.9534], [5.8905, -3.3931, -1.6114], [2.8456, -4.1952, -2.1929], [3.2146, -5.5848, -1.2809], [2.1440, -3.0532, -1.1150], [0.7212, -2.3039, -1.7124], [-0.2082, -3.2861, -2.7114], [4.1656, -1.4366, -2.6775], [5.4405, -2.8814, -0.9184], [1.9804, -4.5223, -3.3441], [-0.1134, -1.9825, -0.5384], [1.1395, -1.0403, -2.3432], [-1.5654, 1.4320, -1.2523], [-1.8650, 0.9269, 0.1522], [-0.9363, 1.4150, 1.1611], [-1.0579, 0.7206, 2.4384], [-2.3683, 0.8765, 3.2123], [-0.7905, 2.8623, 1.2478], [-2.0453, 3.6910, 1.5292], [-0.5414, 1.1932, -1.5490], [-2.2416, 0.9588, -1.9680], [-1.7093, 2.5116, -1.3387], [-1.7999, -0.1660, 0.1210], [-2.9064, 1.1687, 0.4016], [-0.2282, 1.0176, 3.0878], [-0.8992, -0.3479, 2.2538], [-2.4420, 1.8516, 3.6911], [-2.4133, 0.1277, 4.0082], [-3.2452, 0.7279, 2.5796], [-0.3538, 3.2176, 0.3092], [-0.0330, 3.1021, 2.0008], [-2.9055, 3.3618, 0.9428], [-1.8593, 4.7368, 1.2715], [-2.3163, 3.6696, 2.5845]]}



{"formula": "C6H20KO4", "method": "wB97M-V/def2-TZVPD", "e_lumo_ha": -0.12462, "total_charge": 1, "e_above_lowest_ev": 0.207, "elements": ["K", "O", "H", "H", "O", "H", "H", "C", "C", "C", "O", "H", "H", "H", "H", "H", "H", "H", "H", "C", "C", "C", "O", "H", "H", "H", "H", "H", "H", "H", "H"], "positions_angstrom": [[2.0254, 1.1700, -0.2431], [0.2727, 2.5535, -1.8935], [0.3854, 2.5159, -2.8433], [-0.2938, 3.3115, -1.7490], [4.4708, 0.0136, -1.4695], [5.0965, -0.2371, -0.7899], [4.5327, -0.6840, -2.1220], [0.9430, -3.4813, 0.0124], [0.4759, -2.3419, -0.8921], [-0.9081, -2.4806, -1.2803], [0.6286, -1.1116, -0.1910], [0.9666, -4.4274, -0.5284], [0.3004, -3.6804, 0.8700], [1.9202, -3.3145, 0.4655], [1.1029, -2.2516, -1.7791], [-1.5745, -2.5797, -0.4234], [-1.1612, -3.4305, -1.7513], [-1.3394, -1.6471, -1.8347], [1.0409, -1.3280, 0.6485], [-1.7729, 2.9332, 0.5490], [-2.0713, 2.0048, 1.7411], [-1.2836, 0.7456, 1.7979], [-1.5934, 2.7240, 2.8910], [-2.0761, 2.3547, -0.3237], [-0.6958, 3.0948, 0.5066], [-2.3758, 3.8379, 0.6278], [-3.1253, 1.7795, 1.9036], [-1.5937, 0.1040, 0.9732], [-1.4388, 0.1639, 2.7065], [-0.2175, 0.8995, 1.6313], [-0.6410, 2.7892, 2.7899]]}



{"formula": "C6H20MnN8O6", "method": "wB97M-V/def2-TZVPD", "e_lumo_ha": [0.00311, 0.00299], "spin_multiplicity": 6, "e_above_lowest_ev": 1.156, "s2": 8.75, "elements": ["Mn", "O", "C", "C", "O", "H", "H", "H", "H", "C", "O", "N", "N", "H", "H", "H", "H", "C", "O", "N", "N", "H", "H", "H", "H", "C", "O", "N", "N", "H", "H", "H", "H", "C", "O", "N", "N", "H", "H", "H", "H"], "positions_angstrom": [[0.4784, 0.2628, -0.2712], [2.4791, 0.4280, -1.0102], [2.3193, 1.0339, -2.2530], [1.0932, 1.9583, -2.3632], [-0.0887, 1.4523, -1.8370], [2.2701, 0.2040, -3.0069], [3.2257, 1.5783, -2.5890], [0.9794, 2.1315, -3.4538], [1.3653, 2.9348, -1.9141], [0.6782, -1.5403, 2.4299], [0.8790, -1.0239, 1.3401], [0.2186, -2.8212, 2.5591], [1.0368, -0.9240, 3.5944], [-0.0531, -3.3821, 1.7763], [0.1262, -3.2124, 3.4787], [0.5441, -1.1357, 4.4402], [1.6315, -0.1227, 3.4814], [-2.4192, -0.2024, 1.0439], [-1.5506, 0.1976, 0.2970], [-3.0575, 0.6018, 1.9604], [-2.8442, -1.5013, 1.0687], [-3.9680, 0.2924, 2.2503], [-2.7926, 1.5612, 2.0850], [-3.5152, -1.8183, 1.7422], [-2.3700, -2.1579, 0.4790], [0.2264, 3.0122, 1.0352], [0.6760, 1.8780, 1.1632], [0.6784, 4.0843, 1.7493], [-0.8080, 3.2679, 0.1762], [0.3188, 4.9893, 1.5143], [1.3017, 3.9548, 2.5213], [-0.9749, 4.2182, -0.1071], [-0.8930, 2.5604, -0.5592], [0.3179, -2.4435, -2.5045], [0.3891, -1.7019, -1.5384], [-0.4081, -3.6108, -2.4367], [1.0334, -2.2590, -3.6361], [-0.3673, -4.3710, -3.0889], [-0.9859, -3.7418, -1.6310], [1.8108, -1.6218, -3.6825], [1.0190, -3.0104, -4.3034]]}



{"formula": "C6H20N2O2", "method": "wB97M-V/def2-TZVPD", "e_lumo_ha": [-0.09532, -0.29147], "total_charge": 1, "spin_multiplicity": 2, "e_above_lowest_ev": 0.919, "s2": 0.76, "elements": ["N", "C", "C", "C", "C", "N", "C", "C", "H", "H", "H", "H", "H", "H", "H", "H", "H", "H", "H", "H", "H", "H", "H", "H", "H", "H", "O", "H", "H", "O"], "positions_angstrom": [[-1.4250, 0.2210, 1.7165], [-0.2419, -0.3530, 1.1075], [0.9388, -0.0985, 2.1050], [1.3334, -1.4620, 2.8060], [0.1808, 0.3315, -0.1871], [-0.6065, 0.0440, -1.3735], [-0.4366, 1.0958, -2.3775], [-0.2966, -1.2219, -2.0534], [-1.5215, -0.0628, 2.6802], [-2.2426, 0.0883, 1.1330], [-0.3444, -1.4352, 0.8337], [0.6012, 0.5779, 2.9142], [1.8237, 0.2045, 1.5540], [2.3136, -1.6892, 2.4564], [0.7629, -2.3024, 2.4380], [1.3558, -1.1998, 3.8492], [1.2198, 0.0507, -0.3783], [0.1495, 1.4256, -0.0304], [0.6173, 1.1935, -2.6785], [-0.7426, 2.0254, -1.9164], [-1.0651, 1.0480, -3.2419], [-0.5380, -2.0707, -1.4195], [-1.0801, -1.5317, -2.8064], [0.7198, -1.2897, -2.4231], [-2.6121, -0.1657, -0.7546], [-3.7664, 0.2208, -1.7390], [-3.5601, -0.0965, -0.8540], [3.4229, 1.7309, -0.5407], [2.5196, 2.7050, -0.0651], [2.5204, 2.0160, -0.7540]]}



Number 1: strongest force on any atom 4.1 eV/A. Number 2: strongest force on any atom 5.0 eV/A. Number 3: strongest force on any atom 2.2 eV/A. Number 4: strongest force on any atom 6.6 eV/A. Number 5: strongest force on any atom 3.1 eV/A. Number 6: strongest force on any atom 3.2 eV/A. Number 7: strongest force on any atom 2.4 eV/A. Number 8: strongest force on any atom 3.6 eV/A.